[1]
A structure of composition C14H25ClNPPd, computed with ωB97M-V/def2-TZVPD.

CARTESIAN COORDINATES (ANGSTROEM)
C: 3.2548 1.3282 -2.9269
C: 3.4374 0.9833 -1.5926
C: 2.3512 0.5607 -0.7989
C: 1.1274 0.3247 -1.4245
C: 0.9102 0.7749 -2.7272
C: 1.9866 1.2384 -3.4967
C: 2.5585 0.3997 0.6707
C: 3.2297 1.6343 1.3194
N: 2.4096 2.8158 1.3464
Pd: -0.3508 -0.8835 -0.5761
C: -0.4858 0.7442 -3.2793
P: -1.6065 0.4503 -1.8465
H: 4.4280 1.0406 -1.1359
H: 1.8074 1.5241 -4.5348
H: 4.0992 1.6847 -3.5177
H: -0.6493 -0.0734 -4.0011
H: -0.7824 1.6863 -3.7641
H: 1.6172 0.1788 1.1864
H: 3.2146 -0.4640 0.8626
H: 3.4430 1.3834 2.3734
C: -3.1552 -0.1245 -2.5479
C: -1.8654 2.1011 -1.1566
H: 4.1704 1.8834 0.8036
C: 2.6016 3.8971 0.4307
C: 1.2858 2.8813 2.2333
H: -1.6105 -1.9849 0.0872
H: 3.1567 4.7263 0.9074
H: 3.1673 3.5582 -0.4491
H: 1.6277 4.2974 0.1033
H: 1.2568 3.8669 2.7291
H: 0.3243 2.7557 1.6973
H: 1.3717 2.0886 2.9881
H: -2.0973 2.8018 -1.9695
H: -2.7035 2.0508 -0.4502
H: -0.9646 2.4342 -0.6268
H: -3.4753 0.5463 -3.3573
H: -3.0261 -1.1423 -2.9373
H: -3.9059 -0.1278 -1.7477
H: -2.0253 -1.4446 -0.2599
Cl: 0.3800 -2.0065 2.1688
C: 0.6057 -2.3429 0.4671
H: 1.6722 -2.2835 0.2355
H: 0.1418 -3.3025 0.2224

Computed properties:
<S²>: 2.008
Gap between HOMO and LUMO (spin up / spin down) (eV): 5.51 / 5.77
Spin multiplicity: 3
Electronic energy (eV): -41699.6368



[2]
A structure of composition C36H104F10N14O30S10, computed with ωB97M-V/def2-TZVPD.

CARTESIAN COORDINATES (ANGSTROEM)
C: -0.1074 -5.1548 0.2931
C: -1.2944 -6.2173 0.4033
C: -0.8284 -7.6764 0.1687
O: -1.5442 -8.5624 0.9872
C: -0.9211 -9.8613 0.8211
N: -1.7668 -6.1379 1.8612
H: -2.4095 -6.8498 2.0728
H: -0.9744 -6.2875 2.5149
H: -2.1763 -5.2355 2.0680
H: -0.6530 -4.2270 0.2522
H: 0.4023 -5.3554 -0.6471
H: 0.5455 -5.0924 1.1720
H: -2.1276 -5.8185 -0.2520
H: 0.2195 -7.7709 0.4203
H: -0.8996 -7.8776 -0.9554
H: -1.5569 -10.6841 1.1128
H: -0.0666 -9.9263 1.4714
H: -0.5928 -10.0164 -0.1673
C: -2.4348 5.7516 1.5461
C: -1.2562 6.6072 2.0187
C: -0.0778 5.6979 2.4418
O: 0.9160 6.4758 2.9400
C: 2.0339 5.6529 3.2836
N: -0.8424 7.4947 0.9107
H: -0.6920 7.0035 0.0267
H: -1.5902 8.1704 0.8344
H: 0.0504 7.9097 1.2088
H: -2.5080 4.8547 2.1316
H: -2.3658 5.5647 0.4550
H: -3.3214 6.3387 1.7253
H: -1.6158 7.2758 2.8314
H: 0.2627 5.0940 1.5978
H: -0.4423 5.1031 3.3118
H: 2.5413 5.0972 2.4961
H: 1.7582 4.9531 4.0361
H: 2.7505 6.3806 3.6887
C: 7.0475 2.2977 -2.4942
C: 6.6699 2.8983 -1.1186
C: 6.4809 1.9434 0.0303
O: 6.2262 2.6868 1.1737
C: 5.2440 2.1418 2.1292
N: 7.6525 3.9893 -0.6209
H: 8.5905 3.6016 -0.3695
H: 7.8051 4.6177 -1.3895
H: 7.3831 4.4497 0.2941
H: 7.3177 3.1214 -3.1630
H: 6.2076 1.7781 -2.9377
H: 7.8880 1.6434 -2.5383
H: 5.7330 3.4025 -1.2503
H: 7.3851 1.3280 0.1208
H: 5.6648 1.2504 -0.2467
H: 5.7453 1.4843 2.8471
H: 4.5388 1.6042 1.5272
H: 4.7640 2.9819 2.6017
C: 5.0804 -4.7002 3.6162
C: 4.0083 -5.4731 4.2982
C: 4.1064 -6.9533 3.9624
O: 3.3733 -7.6389 4.9629
C: 3.0052 -8.9571 4.7043
N: 4.2411 -5.3880 5.7721
H: 3.7784 -6.1157 6.2914
H: 5.2450 -5.4194 6.0187
H: 3.8948 -4.4965 6.1864
H: 5.0463 -3.6487 3.7961
H: 5.0502 -4.9094 2.5577
H: 6.0837 -5.0105 3.9193
H: 2.9690 -5.0517 4.1905
H: 5.1638 -7.2861 3.8827
H: 3.5880 -7.1031 3.0383
H: 3.7572 -9.6185 4.3089
H: 2.1764 -8.9695 4.0045
H: 2.7587 -9.3952 5.6980
C: -3.5379 7.4922 -5.9750
C: -2.7418 6.3629 -6.5616
C: -1.5847 6.5347 -7.5484
O: -2.1572 7.1271 -8.6609
C: -1.1841 7.7417 -9.4468
N: -2.0550 5.5924 -5.3323
H: -1.8691 4.5391 -5.4972
H: -1.1163 6.0007 -5.1585
H: -2.5400 5.6151 -4.4266
H: -3.7114 8.1288 -6.8819
H: -2.9221 8.1002 -5.2964
H: -4.4839 7.2519 -5.5415
H: -3.3937 5.5766 -6.9765
H: -1.0325 5.6447 -7.8936
H: -0.8147 7.1445 -7.2020
H: -0.8969 8.7289 -9.0867
H: -1.4608 7.9438 -10.4850
H: -0.2536 7.1160 -9.4905
C: -2.3625 -1.2675 -1.9152
C: -1.6953 -0.0796 -1.3098
C: -0.6795 -0.3495 -0.2936
O: 0.3583 -1.0575 -0.9215
C: 1.4172 -1.4296 -0.0584
N: -1.1130 0.8106 -2.3542
H: -1.8451 1.1029 -3.0352
H: -0.6582 1.6105 -1.8965
H: -0.3719 0.3062 -2.8530
H: -3.0953 -0.8882 -2.6010
H: -2.9678 -1.8064 -1.1470
H: -1.6374 -1.9645 -2.3205
H: -2.4675 0.5869 -0.8674
H: -1.2379 -0.9008 0.5430
H: -0.2689 0.5205 0.1864
H: 1.0496 -2.2150 0.6567
H: 1.8386 -0.5239 0.4162
H: 2.2474 -1.8352 -0.6624
C: 4.5061 -1.7574 -5.2596
C: 3.3280 -2.8381 -5.3464
O: 2.6291 -3.1600 -4.4036
N: 3.1654 -3.3078 -6.6040
H: 1.2151 -1.0529 -7.5946
H: 3.7552 -3.0468 -7.3385
C: 2.1784 -4.4317 -6.7577
H: 4.3344 -1.0234 -4.4762
H: 4.6275 -1.0439 -6.0570
H: 5.3749 -2.4089 -5.1346
H: 2.2418 -4.7433 -7.7851
H: 1.1286 -4.1296 -6.5983
H: 2.5092 -5.2595 -6.1120
C: -8.0642 -0.0638 -3.8481
C: -6.8392 -0.8775 -4.1844
O: -5.9630 -1.0790 -3.4900
N: -6.7743 -1.4035 -5.6877
H: -6.2198 -2.2310 -5.4886
H: -7.7324 -1.7039 -6.0504
C: -6.2147 -0.4456 -6.6550
H: -7.8458 0.9606 -4.2286
H: -8.0430 0.0050 -2.7952
H: -8.9670 -0.4893 -4.2196
H: -5.9748 -1.0910 -7.4731
H: -5.2426 -0.1679 -6.2384
H: -6.8895 0.3444 -6.9676
C: -1.6456 0.6510 3.9798
O: -1.4339 0.6801 5.3522
C: -2.2731 -0.2808 6.0198
C: -2.2456 0.1885 7.4678
N: -0.7637 0.0817 7.9748
H: -0.5218 -0.8994 8.1274
H: -0.2396 0.3576 7.1374
C: -0.3683 0.7686 9.2045
C: 0.5166 -0.1276 9.9993
O: -0.1467 -1.3863 10.1037
C: 0.3582 -2.2963 11.1252
H: -1.6955 -0.3836 3.6723
H: -0.7642 1.1692 3.6096
H: -2.5706 1.1879 3.6742
H: -1.8665 -1.2617 5.8863
H: -3.2820 -0.1149 5.6623
H: -2.8806 -0.5204 8.0855
H: -2.5496 1.2223 7.6164
H: -1.2476 1.1313 9.7454
H: 0.1476 1.6441 8.8364
H: 0.7842 0.3099 10.9384
H: 1.4148 -0.2560 9.4060
H: 0.2241 -1.9650 12.1711
H: 1.4107 -2.3937 10.9512
H: -0.1567 -3.2121 10.9231
N: -3.7749 2.4682 -2.8601
S: -4.6259 2.2628 -4.1414
O: -6.1145 2.3080 -4.0061
O: -3.9733 1.1105 -4.7394
F: -4.1780 3.3974 -5.2290
S: -3.3261 3.7802 -2.0534
O: -3.8809 3.6466 -0.7617
O: -3.1860 4.9424 -2.7966
F: -1.8555 3.4879 -1.8523
N: 2.3305 4.7926 -1.2794
S: 1.0725 5.4405 -1.9762
O: 0.0170 5.4561 -0.9556
O: 0.7136 5.0738 -3.3231
F: 1.6157 7.0765 -2.0692
S: 2.4368 3.2428 -1.1394
O: 1.1836 2.5759 -1.1901
O: 3.2776 2.8682 -0.0702
F: 3.1770 2.8640 -2.5306
N: 0.4840 -0.4836 -6.9747
S: 1.0200 1.0529 -6.7813
O: 0.0179 2.0361 -6.8928
O: 2.3037 1.2869 -7.2670
F: 1.4757 0.9132 -5.1736
S: -0.8051 -1.1095 -5.9720
O: -1.4400 -2.0042 -6.8050
O: -1.3898 -0.1566 -5.1735
F: -0.0173 -1.9914 -5.0022
N: -5.4178 -3.4334 2.7479
S: -4.2376 -3.9917 2.0048
O: -4.3271 -5.2936 1.3771
O: -3.0184 -3.8531 2.8016
F: -3.9157 -3.0224 0.7486
S: -5.6202 -2.1655 3.5921
O: -4.3879 -1.4594 3.9722
O: -6.6794 -2.2686 4.5190
F: -6.1507 -1.1821 2.4048
N: 1.8098 -1.7516 4.4071
S: 1.1381 -2.8850 5.1238
O: 1.1139 -4.0232 4.3109
O: 0.0300 -2.5781 5.8370
F: 2.2418 -3.5097 6.1844
S: 2.1582 -0.2094 4.6906
O: 1.5454 0.3011 5.8704
O: 2.2413 0.6460 3.5302
F: 3.6495 -0.5280 5.0268

Computed properties:
Gap between HOMO and LUMO (eV): 9.48
Spin multiplicity: 1
Net charge: +4
Electronic energy (eV): -256792.2472



[3]
A structure of composition H14LiO7, computed with ωB97M-V/def2-TZVPD.

CARTESIAN COORDINATES (ANGSTROEM)
Li: -0.0430 0.3361 0.4230
O: 1.7680 -0.1139 -0.8090
H: 1.9870 0.4641 -1.6590
H: 2.4630 -0.3239 -0.1420
O: -0.7380 1.7051 -1.2730
H: -0.2100 1.7571 -2.1700
H: -0.7610 2.5251 -0.9830
O: 1.3140 1.9461 1.2560
H: 1.5760 2.7471 0.9080
H: 1.7910 1.9481 2.1480
O: 0.9430 -2.9469 -1.1710
H: 0.3050 -3.4309 -0.5310
H: 0.8110 -1.9769 -1.1050
O: 0.3330 -1.2579 1.5000
H: 0.1710 -2.1169 1.4010
H: 1.0840 -1.1419 2.2540
O: -1.2980 -1.0209 -1.1010
H: -1.4090 -1.9209 -1.4420
H: -2.2280 -0.6349 -1.2430
O: -2.3850 1.4561 1.4340
H: -2.9970 0.7511 1.7810
H: -2.4760 1.2501 0.5250

Computed properties:
Gap between HOMO and LUMO (eV): 10.84
Spin multiplicity: 1
Net charge: +1
Electronic energy (eV): -14759.9090



[4]
A cluster of 6 separate species, C45H97N5O6 in total, computed with ωB97M-V/def2-TZVPD.

CARTESIAN COORDINATES (ANGSTROEM)
C: -2.5383 -5.8792 2.6335
C: -1.9830 -6.5338 1.3503
C: -2.2386 -8.0395 1.3848
C: -2.8384 -6.0713 0.1325
C: -2.4979 -4.6598 -0.2900
C: -1.0383 -4.5563 -0.5984
C: -0.1077 -4.9257 0.5397
C: 1.3356 -5.1693 0.1035
C: -0.0472 -3.7818 1.5647
N: -0.5664 -6.2393 1.0738
O: 0.2160 -6.5804 2.2078
H: -2.9171 -4.8598 2.5132
H: -3.4154 -6.4167 3.0034
H: -1.8326 -5.8269 3.4623
H: -3.2690 -8.2937 1.6345
H: -1.9861 -8.5430 0.4520
H: -1.6562 -8.5295 2.1752
H: -3.0268 -6.7679 -0.6828
H: -3.8530 -5.9109 0.5267
H: -2.9762 -4.4422 -1.2475
H: -2.8714 -3.9804 0.4788
H: -0.8399 -3.5171 -0.8847
H: -0.7927 -5.1634 -1.4753
H: 1.4488 -5.9990 -0.6069
H: 1.9756 -5.5333 0.9061
H: 1.7910 -4.3306 -0.4261
H: -0.9284 -3.6635 2.1985
H: 0.0437 -2.8186 1.0528
H: 0.8536 -3.8865 2.1691
H: 0.2973 -7.5394 2.1704
C: -2.2118 5.9934 -3.2570
C: -1.4262 5.1075 -2.2629
C: -2.3299 4.6502 -1.1100
C: -1.0031 3.8842 -3.0502
C: -0.0589 2.9695 -2.2603
C: 1.1629 3.8739 -2.0097
C: 0.9707 5.2152 -1.2244
C: 0.8882 4.8796 0.2574
C: 2.1500 6.1098 -1.5114
N: -0.2502 5.8397 -1.8284
O: -0.5447 7.0785 -1.2186
H: -2.5599 6.8813 -2.7236
H: -1.5275 6.3695 -4.0190
H: -3.0579 5.4783 -3.7055
H: -2.0259 3.7642 -0.5600
H: -2.3632 5.5028 -0.4190
H: -3.3827 4.5671 -1.3956
H: -1.9103 3.4121 -3.4417
H: -0.5063 4.2079 -3.9718
H: -0.5027 2.5829 -1.3421
H: 0.2832 2.1104 -2.8372
H: 1.5940 4.1172 -2.9826
H: 1.8936 3.2693 -1.4632
H: 0.9958 5.7805 0.8798
H: 1.7471 4.3256 0.6372
H: -0.0880 4.5144 0.5767
H: 1.9217 7.0845 -1.0657
H: 2.2546 6.3632 -2.5677
H: 3.0634 5.7259 -1.0619
H: -0.2186 7.7317 -1.8481
C: -3.5988 1.4841 1.0356
C: -4.5402 0.2694 0.8864
C: -4.7191 -0.2272 2.3286
C: -5.8745 0.9040 0.4242
C: -6.0033 1.0881 -1.0853
C: -5.5085 -0.1318 -1.8207
C: -4.0647 -0.5364 -1.4529
C: -3.7393 -1.8348 -2.1944
C: -3.0881 0.5513 -1.9284
N: -4.0609 -0.7818 -0.0236
O: -2.7809 -1.1645 0.4400
H: -3.6854 2.1881 0.2036
H: -3.8726 2.0932 1.8983
H: -2.5603 1.1754 1.1667
H: -3.7254 -0.2957 2.7775
H: -5.4013 0.3559 2.9419
H: -5.1146 -1.2500 2.3759
H: -6.7825 0.5205 0.8928
H: -5.8730 1.9548 0.7297
H: -7.0479 1.1970 -1.3962
H: -5.5581 2.0197 -1.4441
H: -5.6554 -0.2692 -2.8933
H: -6.1408 -0.9507 -1.4446
H: -4.2826 -2.7188 -1.8671
H: -2.6758 -2.0565 -2.3076
H: -4.0281 -1.6724 -3.2388
H: -2.5412 0.4241 -2.8732
H: -2.2921 0.8387 -1.2404
H: -3.5089 1.5128 -2.2499
H: -2.8863 -2.0175 0.8767
C: 3.7310 -2.1651 -0.5688
C: 4.5577 -1.0569 -1.2465
C: 5.1591 -0.1816 -0.1149
C: 5.6402 -1.8416 -1.9930
C: 6.5010 -1.0041 -2.9957
C: 5.4564 -0.3864 -3.9593
C: 4.3151 0.3862 -3.2770
C: 4.9716 1.6680 -2.6903
C: 3.2735 0.7310 -4.3540
N: 3.7025 -0.4371 -2.2363
O: 2.6046 0.2433 -1.6800
H: 4.2699 -2.8437 0.0911
H: 2.8333 -1.8268 -0.0411
H: 3.3063 -2.7805 -1.3710
H: 5.5277 -0.7943 0.7054
H: 6.0224 0.3250 -0.5481
H: 4.4421 0.5606 0.2319
H: 6.3054 -2.3819 -1.3176
H: 5.2125 -2.5828 -2.6722
H: 6.9757 -0.1573 -2.5052
H: 7.1584 -1.6032 -3.6193
H: 5.0965 -1.1322 -4.6767
H: 5.9027 0.3395 -4.6497
H: 5.1902 2.3726 -3.4974
H: 5.9235 1.5023 -2.1937
H: 4.3229 2.1848 -1.9804
H: 2.4040 1.1729 -3.8715
H: 3.0618 -0.2164 -4.8497
H: 3.6412 1.4346 -5.1000
H: 1.9401 -0.4314 -1.4885
C: 3.7747 1.0262 4.5283
C: 2.5257 1.1429 3.6245
C: 2.6854 2.3992 2.7456
C: 2.5136 -0.1185 2.7709
C: 1.2412 -0.2933 1.9952
C: 0.0663 -0.3367 2.9758
C: -0.0297 0.8836 3.9016
C: -0.5547 2.0995 3.1644
C: -0.9361 0.5027 5.0799
N: 1.3264 1.1497 4.4892
O: 1.3159 2.3616 5.2324
H: 3.6133 0.2416 5.2752
H: 4.6721 0.7637 3.9735
H: 3.8758 1.9050 5.1673
H: 3.6466 2.5873 2.2744
H: 1.8657 2.5475 2.0360
H: 2.4317 3.2774 3.3544
H: 3.4270 -0.1065 2.1721
H: 2.6051 -0.9263 3.5079
H: 1.1655 0.5788 1.3388
H: 1.1864 -1.2256 1.4326
H: -0.0161 -1.2425 3.5792
H: -0.8052 -0.3892 2.3096
H: -0.3888 3.0689 3.6300
H: -1.6311 1.9955 3.0027
H: -0.1600 2.1644 2.1461
H: -1.9680 0.2873 4.7995
H: -0.9720 1.2795 5.8472
H: -0.5337 -0.4026 5.5393
H: 1.0685 2.0553 6.1136
O: -0.1972 -0.8301 -1.4171
H: -0.2313 -0.0821 -0.8082
H: -1.1203 -1.0630 -1.5658

Computed properties:
SMILES: CC1(C)CCCC(C)(C)N1O.CC1(C)CCCC(C)(C)N1O.CC1(C)CCCC(C)(C)N1O.CC1(C)CCCC(C)(C)N1O.CC1(C)CCCC(C)(C)N1O.O
Gap between HOMO and LUMO (eV): 8.62
Spin multiplicity: 1
Electronic energy (eV): -67967.1865